ORCA calculation (wB97M-V/def2-TZVPD) on a 3-piece molecular cluster, C2H12NO2S overall at a distorted geometry.

Element x y z (Å)
C: 0.98 -1.09 -0.38
C: 1.91 -0.74 0.76
S: 1.85 1.04 1.36
N: -0.35 -0.59 0.04
H: 0.93 -2.18 -0.58
H: 1.29 -0.58 -1.31
H: 2.88 -1.07 0.34
H: 1.58 -1.22 1.77
H: 2.67 1.59 0.47
H: -0.93 -0.03 -0.60
H: -0.25 0.20 0.73
H: -0.82 -1.28 0.62
H: -2.11 2.29 0.26
H: -2.70 1.51 -0.84
O: -1.95 1.46 -0.23
H: -3.31 -1.11 -3.15
H: -3.10 -2.07 -1.87
O: -3.03 -1.18 -2.23

Output
E_LUMO (spin up / spin down)   0.6 / 0.4 eV
Calculated total energy   -686.6623 a.u.
Orbital gap (spin up / spin down)   3.35 / 10.18 eV
⟨S²⟩   0.75
Multiplicity   2
HOMO level (spin up / spin down)   -0.0998 / -0.3590 Ha